Entry 1:
Formula: C9H42N4O11
Source: the OMol25 dataset
Level of theory: ωB97M-V/def2-TZVPD

```
66
Properties=species:S:1:pos:R:3:forces:R:3:nbo_charge:R:1
C 0.0384 -3.2567 5.4378 0.23 0.25 0.57 -0.25
O -0.5683 -2.1604 4.7992 0.51 -0.20 -0.78 -0.55
C 0.3723 -1.3039 4.1653 -0.25 0.44 0.79 -0.07
C -0.3956 -0.1099 3.6541 -0.48 1.53 -0.38 -0.07
C 0.4916 0.9270 2.9701 1.53 -0.28 -0.44 -0.61
N -1.1649 0.5698 4.7191 0.13 -0.56 0.27 -0.83
H 0.6709 -2.9241 6.2772 -0.42 0.08 0.19 0.16
H 0.7599 -3.8329 4.8431 -0.53 -0.02 -0.56 0.17
H -0.8058 -3.8523 5.7802 0.38 -0.34 0.15 0.19
H 1.1064 -0.9935 4.9200 0.03 0.21 0.03 0.17
H 0.9412 -1.7854 3.3652 -0.26 -0.24 -0.18 0.17
H -1.1287 -0.4268 2.9049 0.34 -0.50 -0.28 0.17
H 1.1964 1.5071 3.5757 -0.53 -0.19 0.78 0.21
H -0.0069 1.6585 2.3389 -0.42 -0.24 0.05 0.22
H 1.2125 0.4144 2.3216 -0.37 -0.10 -0.32 0.21
H -1.8640 -0.0879 5.0561 0.10 0.12 0.15 0.36
H -1.6764 1.3350 4.2943 0.06 0.06 0.02 0.35
C 0.2898 3.2202 -3.9613 -0.76 -0.30 -0.82 -0.26
O 0.5844 2.2665 -2.9632 0.52 1.01 0.21 -0.59
C 0.6166 0.9112 -3.3817 0.19 -0.77 0.92 -0.08
C 2.0117 0.4060 -3.7190 -0.20 0.41 -0.54 -0.07
C 1.9865 -1.0462 -4.2320 -0.31 0.89 -0.04 -0.62
N 2.9502 0.5564 -2.5913 -0.10 0.00 -0.61 -0.85
H -0.7612 3.0858 -4.2523 0.07 0.08 -0.15 0.17
H 0.8976 3.1124 -4.8640 0.15 -0.09 0.12 0.18
H 0.3846 4.2483 -3.6139 0.27 -0.18 0.42 0.19
H 0.2776 0.3736 -2.4924 -0.23 -0.22 -0.25 0.21
H -0.0620 0.7135 -4.2151 -0.09 0.15 0.05 0.19
H 2.3437 1.0241 -4.5673 0.11 -0.01 -0.07 0.16
H 1.5962 -1.7846 -3.5358 0.20 0.10 0.28 0.25
H 3.0036 -1.2872 -4.5349 -0.07 -0.35 -0.06 0.21
H 1.3238 -1.0461 -5.1004 0.20 -0.19 -0.16 0.21
H 3.0423 1.5304 -2.3142 -0.18 0.01 -0.08 0.37
H 3.8477 0.3295 -3.0127 0.16 -0.21 0.55 0.37
N 1.5599 -1.3622 -0.7102 -0.20 -0.19 0.66 -0.91
C 1.9339 -2.6847 -0.6567 -0.23 0.25 -1.11 0.78
N 1.3213 -3.4170 0.3238 0.58 0.08 -0.04 -0.87
O 2.6789 -3.2135 -1.4790 0.06 0.41 0.55 -0.68
H 1.9122 -0.6878 -1.3865 0.38 -0.56 0.10 0.43
H 0.9283 -1.0258 -0.0008 0.02 0.21 0.00 0.40
H 1.7678 -4.3061 0.4613 -0.40 -0.12 0.16 0.40
H 0.5761 -3.0854 0.9185 0.25 -0.17 -0.01 0.42
O -3.3413 3.4513 -0.1040 0.23 -0.20 -0.25 -0.98
H -2.4518 3.2506 -0.4649 -0.34 0.20 0.34 0.50
H -3.2790 4.3532 0.2242 -0.02 -0.05 -0.02 0.47
O -1.2579 -1.6469 -2.0297 -0.13 -0.13 -0.05 -0.98
H -1.7210 -0.8383 -2.2945 -0.14 -0.15 0.29 0.49
H -0.7615 -1.3910 -1.2401 0.02 0.20 -0.23 0.48
O -1.3700 -3.1537 1.2127 -0.54 0.16 -0.30 -0.96
H -2.1229 -3.5433 1.6716 0.15 0.01 0.03 0.48
H -1.6287 -3.1382 0.2748 0.14 -0.04 0.22 0.49
O -0.7897 0.2747 0.2421 -0.04 -0.07 -0.20 -0.99
H -1.7526 0.2155 0.3301 0.16 0.09 0.06 0.49
H -0.6378 1.1352 -0.1791 -0.05 0.00 0.22 0.50
O 2.5555 2.0274 0.2719 -0.01 -0.01 -0.07 -0.95
H 2.7792 1.0888 0.3327 -0.04 0.10 -0.08 0.48
H 1.9288 2.0768 -0.4598 -0.02 -0.09 0.11 0.46
O -3.6722 0.1073 0.8749 -0.08 -0.12 0.39 -0.96
H -3.4373 -0.6915 1.3647 -0.03 0.00 -0.11 0.49
H -4.1995 0.6296 1.4927 0.14 0.07 -0.12 0.49
O -0.5765 3.0984 -0.5480 0.29 0.35 -0.43 -0.99
H -0.1993 3.1164 -1.4517 -0.09 -0.39 0.23 0.51
H -0.1557 3.8324 -0.0816 -0.03 -0.21 0.10 0.49
O -3.1200 0.8059 -1.8008 0.09 0.28 -0.13 -0.98
H -3.3168 1.0089 -0.8734 -0.15 -0.20 -0.20 0.50
H -3.6621 1.4215 -2.3062 0.05 -0.04 0.07 0.48
```
Positions in Å, forces in eV/Å.

Computed properties:
Energy above the lowest of the compared OMol25 structures with the same formula, charge and spin   0.0 kJ/mol
E   -38498.2418 eV
Gap between HOMO and LUMO   0.335 Ha
LUMO energy   0.0 eV


Entry 2:
Formula: C19H26CsF6N5PS2
Source: the OMol25 dataset
Level of theory: ωB97M-V/def2-TZVPD

```
60
Properties=species:S:1:pos:R:3:forces:R:3:nbo_charge:R:1
Cs -0.9067 0.9342 0.7276 -0.09 -0.04 -0.21 0.94
C -3.7645 -1.3132 1.9423 0.06 0.00 0.04 -0.42
N -2.4278 -1.1737 2.5002 0.00 0.01 0.01 -0.46
C -2.5020 -0.9190 3.9330 -0.02 0.00 -0.01 -0.42
C -1.6385 -2.3685 2.2054 -0.03 -0.03 0.00 -0.24
C -0.1421 -2.2098 2.4935 -0.03 -0.04 0.01 -0.25
N 0.6635 -2.0329 1.2879 -0.01 0.00 -0.04 -0.45
C 0.6958 -3.2421 0.4797 -0.01 0.00 -0.03 -0.42
C 2.0321 -1.6890 1.6597 -0.01 0.01 0.02 -0.42
H -4.2984 -2.1864 2.3506 -0.01 0.00 0.00 0.17
H -3.7062 -1.4305 0.8579 -0.01 -0.01 0.00 0.20
H -4.3556 -0.4241 2.1666 0.01 0.00 0.00 0.20
H -2.9851 -1.7523 4.4685 -0.01 0.00 0.00 0.16
H -3.0775 -0.0112 4.1146 0.00 0.00 0.00 0.20
H -1.5097 -0.7617 4.3492 -0.01 0.00 0.00 0.22
H -1.7774 -2.5862 1.1448 0.00 -0.03 0.00 0.20
H -2.0454 -3.2300 2.7611 0.01 -0.01 0.00 0.17
H 0.2221 -3.0748 3.0732 0.00 -0.01 0.00 0.17
H 0.0148 -1.3248 3.1090 0.02 0.00 0.08 0.23
H 1.1342 -4.0871 1.0369 0.00 0.00 0.01 0.16
H 1.2971 -3.0649 -0.4115 -0.01 0.00 0.00 0.21
H -0.2993 -3.5320 0.1455 -0.01 0.01 0.01 0.20
H 2.5268 -2.5181 2.1917 -0.01 -0.01 0.00 0.16
H 2.0455 -0.8101 2.2989 0.00 0.00 0.00 0.23
H 2.6121 -1.4730 0.7606 -0.01 0.00 0.00 0.19
S -1.8048 3.6304 -4.4390 -0.02 0.00 -0.01 0.44
C -3.2666 2.7814 -4.1549 0.02 0.00 0.02 -0.39
C -3.1899 1.9505 -3.0757 -0.02 0.02 -0.04 -0.35
C -1.9113 2.0533 -2.5028 0.02 -0.01 0.02 0.20
C -1.0167 2.8804 -3.0826 0.07 -0.01 0.01 -0.39
C 0.3841 3.1252 -2.7133 -0.07 -0.03 -0.02 0.18
C 1.2285 3.9208 -3.4838 -0.01 -0.01 0.02 -0.25
C 2.5461 4.0708 -3.0859 0.01 -0.02 0.03 -0.16
C 2.9797 3.4318 -1.9345 0.01 0.04 -0.01 -0.26
C 2.0640 2.6692 -1.2222 0.03 -0.04 0.00 0.05
N 0.8004 2.5043 -1.6042 -0.02 0.03 0.03 -0.45
H -4.1128 2.9449 -4.8034 0.00 0.00 0.00 0.25
H -3.9871 1.3098 -2.7335 0.00 0.00 0.00 0.25
H 0.8609 4.4085 -4.3776 -0.01 0.01 0.00 0.22
H 3.2238 4.6839 -3.6663 0.00 0.00 0.01 0.22
H 3.9953 3.5332 -1.5789 0.00 0.00 0.00 0.23
H 2.3520 2.1716 -0.3015 0.00 0.02 0.02 0.23
S -0.6788 -1.2459 -2.1386 -0.03 -0.01 -0.02 -0.23
C -0.3481 -0.4736 -3.5712 0.00 0.05 -0.01 0.24
N 0.9025 0.0828 -3.7498 -0.02 -0.02 0.00 -0.54
C 1.2792 0.7548 -4.8543 0.00 0.02 0.01 0.11
C 0.3944 0.8982 -5.8717 0.00 -0.03 -0.01 -0.36
C -0.8755 0.3086 -5.6711 0.00 0.06 0.03 0.14
N -1.2365 -0.3413 -4.5989 0.00 -0.04 0.00 -0.46
H 1.5250 -0.0002 -2.9576 0.01 0.00 0.00 0.44
H 2.2829 1.1560 -4.8551 0.00 0.00 0.00 0.23
H 0.6430 1.4321 -6.7745 0.00 0.00 0.00 0.24
H -1.6311 0.3964 -6.4466 0.01 -0.02 -0.01 0.20
F 1.6449 1.4054 1.9686 0.07 0.07 0.01 -0.62
P 1.2294 2.2157 3.3538 -0.01 0.03 0.01 2.61
F 0.7698 2.9923 4.6657 -0.02 -0.03 0.01 -0.57
F 2.3954 3.2724 3.0636 -0.04 -0.01 0.00 -0.58
F 0.0212 1.1113 3.5656 0.11 0.09 -0.02 -0.61
F 0.1868 3.0967 2.4456 0.06 0.01 0.04 -0.61
F 2.2207 1.2712 4.1818 0.01 -0.01 0.01 -0.58
```
Positions in Å, forces in eV/Å.

Computed properties:
Energy above the lowest of the compared OMol25 structures with the same formula, charge and spin   10.0 kJ/mol
Spin multiplicity   2
E   -75392.5939 eV
Gap between HOMO and LUMO (alpha / beta)   0.298 / 0.264 Ha
LUMO energy (alpha / beta)   -0.5 / -1.4 eV


Entry 3:
Formula: C9H14O
Source: the OMol25 dataset
Level of theory: ωB97M-V/def2-TZVPD

```
24
Properties=species:S:1:pos:R:3:forces:R:3:nbo_charge:R:1
C 1.1146 -2.4396 0.1735 2.45 2.02 1.26 -0.64
C 0.5553 -1.1327 0.7719 1.53 -2.59 -1.82 -0.04
C 1.4760 -0.0476 0.7833 -1.98 1.25 0.07 -0.21
C 1.0811 1.1239 1.3961 -1.84 -1.08 1.30 -0.26
C -0.1978 1.0880 2.1749 1.50 0.23 -2.71 0.28
O -0.6946 2.2114 2.7867 2.06 2.13 -0.38 -0.68
C -1.0666 0.0154 2.0622 2.02 -1.00 -1.02 -0.26
C -0.7101 -1.1876 1.2620 -1.38 3.02 3.53 -0.22
H 2.2463 -2.3277 0.3362 -1.40 -0.86 0.53 0.21
H 1.1943 -2.4593 -0.8905 -1.18 -0.49 -0.98 0.22
H 0.6686 -3.2397 0.7474 0.24 -0.66 -0.66 0.22
H 2.3372 0.0032 0.1077 -0.14 -0.56 0.56 0.22
H 1.7334 1.9827 1.2957 -0.29 0.30 0.37 0.21
H -0.0798 3.0075 2.5527 -1.67 -2.24 0.76 0.48
H -1.8909 0.1366 2.7132 -1.27 -0.38 0.11 0.22
H -1.4532 -2.0333 1.3639 1.44 0.79 -0.71 0.23
C -1.2644 0.6410 -3.1397 0.97 -2.88 1.41 -0.63
C -0.4234 0.7507 -1.8542 2.00 1.52 0.65 -0.63
H -0.8170 -0.1212 -3.8502 -0.48 0.92 0.69 0.20
H -2.1054 0.1018 -2.6111 -0.33 1.30 -1.85 0.22
H -1.3422 1.5897 -3.6303 -0.85 0.27 -0.20 0.21
H 0.6698 0.6051 -1.9073 -0.02 0.40 -1.00 0.19
H -0.5723 -0.1427 -1.2015 -0.86 1.44 0.18 0.22
H -0.4590 1.8746 -1.4427 -0.51 -2.84 -0.09 0.21
```
Positions in Å, forces in eV/Å.

Computed properties:
Energy above the lowest of the compared OMol25 structures with the same formula, charge and spin   253.4 kJ/mol
E   -11605.0104 eV
Gap between HOMO and LUMO   0.332 Ha
LUMO energy   0.8 eV


Entry 4:
Formula: C6H11NS
Source: the OMol25 dataset
Level of theory: ωB97M-V/def2-TZVPD

```
19
Properties=species:S:1:pos:R:3:forces:R:3:nbo_charge:R:1
C -1.7432 1.8406 -0.2750 4.65 3.82 5.25 -0.63
C -0.9499 1.0301 0.8882 -1.67 -1.71 -3.74 -0.39
C -0.1319 0.0859 -0.0341 -0.17 -1.05 2.62 -0.02
C 1.4238 -0.1430 0.1463 -2.96 0.94 -0.84 -0.09
C 2.0169 -1.5630 0.2690 -0.41 -2.41 0.61 -0.65
C -0.7825 -1.1432 -0.3827 -0.07 -3.11 -2.69 -0.20
H -0.7896 2.3441 -0.7826 -3.12 -0.74 0.26 0.25
H -2.5018 1.3724 -0.7037 -2.21 -3.09 -3.04 0.21
H -2.4281 2.4914 0.3287 1.15 0.82 -0.55 0.21
H -1.6701 0.4244 1.5411 1.41 0.86 -0.76 0.24
H -0.2014 1.5950 1.3547 0.28 1.36 1.22 0.21
H 1.0298 0.0640 -1.8871 -0.78 -1.35 -1.39 0.39
H 1.8280 0.6021 0.8780 -0.24 -0.73 -1.00 0.22
H 1.2137 -2.7774 -0.0248 2.41 4.19 0.72 0.23
H 2.1143 -1.6215 1.4730 0.39 -0.32 -2.98 0.24
H 3.0217 -1.6579 -0.3454 -1.98 -0.05 1.66 0.23
H -0.0558 -1.3142 -1.2617 -1.90 -1.78 0.82 0.17
N 0.6731 0.5406 -1.1083 3.32 2.28 3.77 -0.61
S -2.0670 -2.1701 -0.0737 1.90 2.08 0.03 0.01
```
Positions in Å, forces in eV/Å.

Computed properties:
Energy above the lowest of the compared OMol25 structures with the same formula, charge and spin   607.3 kJ/mol
E   -18719.1998 eV
Gap between HOMO and LUMO   0.306 Ha
LUMO energy   -0.3 eV


Entry 5:
Formula: C15H40F18N5O5P3
Source: the OMol25 dataset
Level of theory: ωB97M-V/def2-TZVPD

```
86
Properties=species:S:1:pos:R:3:forces:R:3:lowdin_spin:R:1
C 4.1574 -13.5149 -3.6005 0.10 -0.50 -0.65 0.00
C 4.0710 -14.7147 -4.4918 -6.45 -1.97 1.31 0.00
O 2.9569 -15.3023 -4.6049 5.45 1.56 -0.67 0.00
N 5.3550 -15.3402 -4.9837 -2.10 -0.57 -1.50 0.00
H 5.7037 -14.6858 -5.6694 0.67 0.41 -0.12 0.00
H 5.9861 -15.3872 -4.1965 0.81 -0.15 0.45 0.00
C 5.1671 -16.6886 -5.6834 0.64 0.12 0.31 0.00
H 3.1824 -13.3233 -3.1524 0.05 -0.31 -0.20 0.00
H 4.4050 -12.6158 -4.1648 0.77 0.05 0.44 0.00
H 4.8322 -13.8593 -2.8168 0.50 0.95 0.13 0.00
H 4.7946 -17.3866 -4.9337 0.04 0.08 -0.30 0.00
H 6.1490 -16.9730 -6.0617 0.06 -0.08 0.46 0.00
H 4.5360 -16.6413 -6.5708 -0.37 0.50 0.51 0.00
C 11.1416 -14.6856 -6.1979 -0.80 -0.82 -0.80 0.00
C 11.1779 -16.0555 -6.8251 1.85 -0.57 -3.06 0.00
O 11.6514 -16.3639 -7.9230 -2.01 0.71 3.90 0.00
N 10.6200 -17.1936 -5.9350 0.23 -0.21 -2.71 0.00
H 11.4533 -17.6515 -5.5944 0.78 -0.49 0.61 0.00
H 10.0218 -16.9468 -5.1594 0.00 0.50 0.23 0.00
C 9.9135 -18.2343 -6.7921 0.02 0.21 0.55 0.00
H 10.1772 -14.6606 -5.6906 0.40 0.39 0.75 0.00
H 11.0947 -13.9194 -6.9718 0.35 -0.21 -0.09 0.00
H 12.0429 -14.5692 -5.5960 -0.30 0.06 0.37 0.00
H 9.3631 -18.8442 -6.0758 -0.06 -0.06 -0.24 0.00
H 10.6298 -18.8507 -7.3353 0.06 0.31 0.20 0.00
H 9.2490 -17.7267 -7.4912 0.04 -0.08 0.15 0.00
C 6.8362 -11.7504 2.6304 0.85 -0.40 -0.96 0.00
C 7.9637 -12.7009 2.1430 -1.03 -0.97 3.66 0.00
O 8.3468 -13.6109 2.8795 -0.23 2.40 -3.28 0.00
N 8.5527 -12.4897 0.7531 0.47 -1.94 0.91 0.00
H 8.2788 -11.6468 0.2689 -1.21 0.76 -0.56 0.00
H 9.5450 -12.3502 0.8802 0.63 -0.16 0.23 0.00
C 8.3667 -13.7747 -0.0525 0.16 0.46 -0.37 0.00
H 6.9705 -11.5719 3.6972 0.21 0.00 -0.17 0.00
H 5.8838 -12.2671 2.5115 0.03 -0.16 -0.12 0.00
H 6.7589 -10.8369 2.0408 0.13 -0.01 0.17 0.00
H 8.9453 -14.5504 0.4491 -0.39 0.08 0.03 0.00
H 8.7453 -13.6225 -1.0632 0.02 0.18 0.16 0.00
H 7.3005 -13.9859 -0.1340 0.19 -0.03 0.24 0.00
C 12.4334 -19.4488 2.0727 -0.20 0.06 -0.30 0.00
C 12.6572 -18.6952 0.7910 1.53 -2.03 -1.94 0.01
O 13.2883 -19.0396 -0.1928 -1.93 1.57 2.82 0.03
N 11.9620 -17.2963 0.7748 -0.11 -1.31 -0.25 0.00
H 11.5039 -17.1577 1.6642 -0.68 -0.26 0.21 0.00
H 12.7430 -16.6613 0.8580 0.32 0.69 -0.97 0.00
C 10.9918 -17.1597 -0.4288 1.41 0.53 1.03 0.01
H 13.1930 -20.2173 2.2160 0.11 0.32 -0.04 0.00
H 11.4923 -19.9887 1.9680 -0.29 -0.12 -0.34 0.00
H 12.3050 -18.8098 2.9463 0.35 0.09 0.01 0.00
H 11.6118 -17.3172 -1.3113 -0.22 0.01 -0.08 0.00
H 10.6353 -16.1340 -0.3338 -0.27 -0.29 -0.42 0.00
H 10.2352 -17.9359 -0.3139 0.11 0.13 0.04 0.00
C 11.4765 -21.7994 -1.8372 0.24 -0.28 0.07 0.07
C 10.3337 -21.3767 -1.0218 0.27 -3.85 -3.07 0.40
O 10.3640 -20.6878 -0.0429 -0.52 3.86 4.64 0.29
N 8.9957 -21.6414 -1.6669 0.23 0.34 0.11 0.05
H 9.0222 -22.5227 -2.1594 0.25 0.00 -0.83 0.01
H 8.3244 -21.8341 -0.9373 -0.28 0.18 0.62 0.01
C 8.4887 -20.4505 -2.4152 -0.11 -0.15 -0.21 0.04
H 11.6910 -22.8669 -1.8877 -0.42 -0.43 -0.13 0.02
H 12.3306 -21.4370 -1.2652 0.24 0.54 -0.79 0.00
H 11.3398 -21.4328 -2.8546 0.90 0.23 -0.28 0.02
H 7.5891 -20.7729 -2.9395 -0.31 0.60 0.22 0.01
H 9.1911 -20.0310 -3.1354 0.33 -0.58 0.10 0.00
H 8.3931 -19.6936 -1.6367 -0.61 -0.01 -0.23 0.00
P 8.4586 -16.1432 -3.0902 0.49 -0.62 0.06 0.00
F 9.3605 -17.4452 -3.4084 1.06 -0.30 1.55 0.00
F 8.4049 -16.1181 -4.7044 0.09 2.34 -1.89 0.00
F 7.1419 -17.0489 -3.2766 -1.20 -0.49 1.08 0.00
F 7.5034 -14.8344 -3.0081 -0.01 -0.21 0.40 0.00
F 8.4782 -16.4700 -1.4942 -0.09 0.86 -1.04 0.00
F 9.7487 -15.1156 -2.9834 -1.01 -1.43 -0.12 0.00
P 6.1854 -10.7902 -1.3598 -3.19 3.12 -3.49 0.00
F 6.5018 -9.9276 -2.7294 1.12 -1.07 0.02 0.00
F 6.7820 -12.1389 -2.0304 0.12 -0.31 0.91 0.00
F 7.6401 -10.4378 -0.7953 1.14 -0.66 1.11 0.00
F 5.6154 -11.4849 -0.0014 1.43 -0.66 -0.34 0.00
F 5.6737 -9.3735 -0.8120 -0.42 -0.18 1.09 0.00
F 4.7531 -11.1074 -2.0757 -0.09 -0.50 0.68 0.00
P 13.5419 -18.6389 -4.4327 0.80 -2.93 1.23 0.00
F 14.9820 -18.6342 -5.0811 0.01 0.64 -0.24 0.00
F 12.8288 -18.9058 -5.9066 -0.05 0.07 0.51 0.00
F 13.7376 -20.3027 -4.2180 -1.09 1.81 -0.23 0.00
F 12.0477 -18.6400 -3.7360 -0.52 -0.60 -0.53 0.00
F 14.1053 -18.3946 -2.9465 0.39 0.25 -0.27 0.00
F 13.3300 -17.0673 -4.6580 0.11 0.97 -0.41 0.00
```
Positions in Å, forces in eV/Å.

Computed properties:
Spin multiplicity   2
Net charge   +1
E   -110679.8367 eV
Gap between HOMO and LUMO (alpha / beta)   0.126 / 0.312 Ha
LUMO energy (alpha / beta)   -3.1 / -3.1 eV


Entry 6:
Formula: C4H11NOS
Source: the OMol25 dataset
Level of theory: ωB97M-V/def2-TZVPD

```
18
Properties=species:S:1:pos:R:3:forces:R:3:nbo_charge:R:1
C 1.9123 -1.2459 -1.5444 -2.42 -1.59 -0.97 -0.64
C 0.7683 -1.7688 -0.6615 1.75 1.94 2.42 -0.69
S 0.3287 -0.8025 0.6711 -2.49 -1.46 -1.25 1.67
O 1.3034 -0.6301 1.6943 1.06 0.56 0.86 -0.93
N -0.3642 0.9160 0.4171 -0.76 -2.73 -1.09 -0.61
C -1.6009 0.7068 -0.4360 3.21 -0.02 -0.99 -0.44
C -0.5620 1.7370 1.5606 3.44 1.29 -0.39 -0.44
H 2.5721 -0.7778 -0.8792 1.76 0.51 0.23 0.22
H 1.3906 -0.5290 -2.1877 0.85 0.23 -0.30 0.20
H 2.2564 -2.1195 -2.2034 0.07 1.42 1.24 0.23
H -0.0393 -2.0146 -1.2346 -2.57 -1.03 -1.02 0.20
H -0.8103 -1.6395 1.2047 1.47 1.59 -1.03 0.04
H -1.3771 -0.3063 -0.9056 -1.19 1.33 0.20 0.20
H -2.5180 0.8473 0.0542 -1.27 -0.64 1.22 0.19
H -1.6358 1.5001 -1.2009 0.39 -0.46 -0.09 0.21
H -1.2280 1.4754 2.2753 -2.65 -1.36 2.03 0.18
H 0.3738 1.9185 2.1173 0.00 -0.58 -0.35 0.22
H -0.7699 2.7327 1.2585 -0.65 1.00 -0.69 0.20
```
Positions in Å, forces in eV/Å.

Computed properties:
Energy above the lowest of the compared OMol25 structures with the same formula, charge and spin   566.1 kJ/mol
E   -18694.0518 eV
Gap between HOMO and LUMO   0.316 Ha
LUMO energy   0.5 eV


- The lowest E belongs to which entry?
  C15H40F18N5O5P3


- Number 6 is which compound?
  C4H11NOS


- The highest E belongs to which entry?
  C9H14O